[1]
C11H10EuN2O4 | ωB97M-V/def2-TZVPD

Total energy = -42051.323 eV
HOMO level (spin up / spin down) = -15.403 / -15.408 eV
Spin multiplicity = 8
Kohn-Sham gap (spin up / spin down) = 7.1 / 7.3 eV
Lowest unoccupied orbital energy (spin up / spin down) = -0.304 / -0.299 hartree
Net charge = +2

Positions of all 28 atoms, in Å:
1 Eu 0.413 -0.017 0.373
2 C 2.822 -0.848 0.972
3 O 3.879 -1.061 1.363
4 C 0.556 -2.549 -0.591
5 O 0.574 -3.600 -1.049
6 C 1.349 0.450 -2.031
7 O 1.590 0.832 -3.093
8 C -0.815 -1.385 2.284
9 O -1.323 -1.555 3.302
10 C -3.324 1.257 -0.989
11 H -3.505 1.473 0.071
12 H -2.920 2.086 -1.584
13 C -3.337 0.000 -1.454
14 H -3.037 -0.236 -2.474
15 H -3.605 -0.850 -0.817
16 N 0.362 3.748 0.189
17 C 0.701 3.378 1.491
18 C 0.752 4.292 2.566
19 C 1.104 3.783 3.827
20 C 1.311 2.404 3.990
21 C 1.166 1.551 2.899
22 N 0.887 2.038 1.652
23 H 0.872 3.280 -0.551
24 H 0.187 4.739 0.084
25 H 0.566 5.356 2.362
26 H 1.235 4.470 4.663
27 H 1.550 1.975 4.969
28 H 1.307 0.441 2.998

Here are the Mulliken charges for atoms 1 to 6, given in e:
1. Eu 1.2388
2. C 0.2397
3. O -0.0574
4. C 0.1444
5. O -0.0600
6. C 0.1471

[2]
C2H2ClP | ωB97M-V/def2-TZVPD

Total energy = -23914.346 eV
HOMO level = -9.188 eV
Kohn-Sham gap = 7.6 eV
Lowest unoccupied orbital energy = -0.060 hartree

Positions of all 6 atoms, in Å:
1 C 0.327 0.887 -0.334
2 C 0.673 -0.370 -0.448
3 P -1.107 -0.225 -0.409
4 Cl -2.219 -0.974 2.240
5 H 0.807 1.733 -0.496
6 H 1.519 -1.051 -0.553

What are the Mulliken partial charges on each atom? They are as follows, in elementary charge units:
1. C -0.3071
2. C -0.1186
3. P 0.1853
4. Cl -0.5582
5. H 0.4534
6. H 0.3453

[3]
C33H27FN5O12P3Ti | ωB97M-V/def2-TZVPD

Total energy = -120390.745 eV
HOMO level (spin up / spin down) = -4.694 / -6.354 eV
Spin multiplicity = 2
Kohn-Sham gap (spin up / spin down) = 6.6 / 8.2 eV
Lowest unoccupied orbital energy (spin up / spin down) = 0.071 / 0.067 hartree
Net charge = -1

Positions of all 82 atoms, in Å:
1 Ti 0.652 -0.200 0.544
2 C 2.862 -3.899 1.072
3 C 2.487 -3.043 2.272
4 O 3.049 -3.623 3.448
5 P 3.144 -1.342 2.091
6 O 2.957 -0.554 3.336
7 O 4.696 -1.531 1.738
8 O 2.509 -0.772 0.808
9 P 0.668 -2.906 2.502
10 O 0.055 -4.296 1.950
11 O 0.355 -2.731 3.934
12 O 0.214 -1.866 1.469
13 H 3.946 -3.926 0.962
14 H 2.425 -3.493 0.159
15 H 2.490 -4.912 1.218
16 H 2.561 -3.243 4.195
17 H 1.809 0.758 3.073
18 H 5.233 -1.280 2.499
19 H -0.301 -4.781 2.704
20 C -4.568 -3.453 2.192
21 C -3.415 -3.736 1.472
22 C -2.655 -2.707 0.943
23 C -3.040 -1.377 1.123
24 C -4.200 -1.101 1.839
25 C -4.959 -2.135 2.373
26 P -1.988 -0.102 0.338
27 C -2.786 1.469 0.756
28 C -2.753 1.867 2.093
29 C -3.274 3.094 2.470
30 C -3.820 3.939 1.516
31 C -3.839 3.556 0.184
32 C -3.320 2.328 -0.198
33 C -2.268 -0.478 -1.413
34 C -3.482 -0.484 -2.045
35 C -3.572 -0.881 -3.395
36 C -2.453 -1.285 -4.069
37 C -1.188 -1.313 -3.433
38 C -0.015 -1.747 -4.102
39 C 1.181 -1.767 -3.447
40 C 1.267 -1.345 -2.095
41 C 0.164 -0.905 -1.402
42 C -1.090 -0.898 -2.084
43 H -5.160 -4.257 2.612
44 H -3.098 -4.761 1.327
45 H -1.750 -2.937 0.395
46 H -4.520 -0.077 1.980
47 H -5.858 -1.905 2.930
48 H -2.296 1.223 2.835
49 H -3.231 3.398 3.508
50 H -4.210 4.906 1.808
51 H -4.240 4.224 -0.568
52 H -3.296 2.053 -1.243
53 H -4.377 -0.193 -1.508
54 H -4.534 -0.874 -3.892
55 H -2.521 -1.599 -5.104
56 H -0.087 -2.061 -5.137
57 H 2.079 -2.091 -3.958
58 H 2.244 -1.347 -1.622
59 O 0.091 0.993 1.956
60 N 1.174 1.449 2.638
61 C 1.490 2.765 2.545
62 C 2.629 3.242 3.229
63 N 3.559 3.636 3.787
64 C 0.688 3.654 1.805
65 N 0.060 4.413 1.199
66 F 3.926 0.208 -4.367
67 C 3.857 1.345 -3.658
68 C 2.712 1.744 -3.101
69 N 2.611 2.914 -2.384
70 C 1.334 3.260 -1.773
71 C 0.759 2.094 -0.987
72 O -0.451 1.891 -0.996
73 O 1.607 1.359 -0.359
74 C 3.703 3.732 -2.182
75 O 3.663 4.780 -1.578
76 N 4.871 3.273 -2.771
77 C 5.082 2.114 -3.511
78 O 6.158 1.858 -4.005
79 H 1.811 1.152 -3.192
80 H 0.611 3.565 -2.529
81 H 1.498 4.093 -1.091
82 H 5.676 3.865 -2.630

Here are the Mulliken charges for atoms 1 to 6, given in e:
1. Ti -0.1600
2. C -1.7289
3. C 1.1573
4. O -0.6738
5. P 0.9309
6. O -1.0795

[4]
C34H66B2Br18FNO5P | ωB97M-V/def2-TZVPD

Total energy = -1322182.391 eV
HOMO level = -4.508 eV
Kohn-Sham gap = 5.8 eV
Lowest unoccupied orbital energy = 0.047 hartree
Net charge = -1

Positions of all 128 atoms, in Å:
1 C -0.784 -0.590 2.321
2 C -0.686 0.561 1.980
3 C -0.874 2.019 1.778
4 C -1.659 2.368 0.494
5 C -2.950 1.524 0.244
6 B -3.117 1.133 -1.346
7 C -3.021 2.497 -2.292
8 C -4.239 3.406 -2.090
9 F -3.989 4.738 -2.508
10 O -4.558 0.713 -1.580
11 C -4.462 -0.625 -1.967
12 P -5.960 -1.389 -2.752
13 C -7.443 -0.602 -1.958
14 O -6.057 -2.980 -2.200
15 C -3.028 -0.911 -2.553
16 C -2.693 -0.392 -4.010
17 C -1.254 0.116 -4.100
18 O -1.053 1.267 -4.376
19 N -0.149 -0.776 -3.841
20 C 0.653 -0.333 -2.699
21 C 0.729 -0.912 -4.996
22 B -2.576 -2.439 -2.571
23 O -3.377 -3.328 -3.319
24 C -1.330 -3.047 -1.814
25 C -1.418 -2.852 -0.253
26 O -2.271 -0.011 -1.732
27 H -1.077 -1.581 2.538
28 H -1.249 2.508 2.691
29 H 0.151 2.412 1.639
30 H -1.967 3.426 0.501
31 H -0.997 2.236 -0.380
32 H -3.813 2.172 0.487
33 H -3.043 0.643 0.897
34 H -2.096 3.069 -2.139
35 H -3.031 2.250 -3.365
36 H -5.050 3.029 -2.724
37 H -4.584 3.437 -1.050
38 H -4.406 -1.157 -0.967
39 H -8.354 -0.977 -2.438
40 H -7.398 0.491 -1.979
41 H -7.502 -0.944 -0.909
42 H -5.690 -2.975 -1.300
43 H -2.736 -1.251 -4.713
44 H -3.378 0.361 -4.405
45 H 1.311 -1.167 -2.407
46 H 0.049 -0.032 -1.838
47 H 1.329 0.511 -2.941
48 H 1.030 0.047 -5.453
49 H 1.651 -1.398 -4.648
50 H 0.322 -1.559 -5.786
51 H -3.128 -3.340 -4.247
52 H -0.370 -2.661 -2.171
53 H -1.306 -4.134 -2.003
54 H -0.729 -2.053 0.033
55 H -2.445 -2.564 0.001
56 H -1.094 -3.761 0.266
57 Br 0.650 3.534 -2.046
58 C 1.160 4.585 -0.496
59 C 2.640 4.490 -0.232
60 Br 3.101 2.789 0.596
61 H 0.553 4.236 0.335
62 H 0.880 5.609 -0.740
63 H 2.952 5.250 0.484
64 H 3.236 4.577 -1.130
65 Br -3.332 4.509 3.415
66 C -2.836 5.560 4.973
67 C -1.353 5.501 5.225
68 Br -0.831 3.808 6.031
69 H -3.424 5.188 5.807
70 H -3.144 6.578 4.742
71 H -1.056 6.263 5.945
72 H -0.765 5.614 4.319
73 Br 5.824 4.283 -1.627
74 C 6.510 2.488 -1.928
75 C 6.062 1.946 -3.260
76 Br 4.203 1.378 -3.206
77 H 6.184 1.882 -1.089
78 H 7.594 2.588 -1.900
79 H 6.629 1.052 -3.516
80 H 6.149 2.671 -4.064
81 Br 2.210 -4.846 3.085
82 C 2.000 -4.231 4.920
83 C 0.683 -3.525 5.115
84 Br 0.717 -1.725 4.369
85 H 2.856 -3.601 5.142
86 H 2.048 -5.132 5.529
87 H 0.476 -3.393 6.176
88 H -0.149 -4.044 4.648
89 Br -7.760 -1.334 2.228
90 C -9.656 -0.967 1.993
91 C -10.414 -2.208 1.601
92 Br -10.131 -2.652 -0.271
93 H -9.736 -0.172 1.258
94 H -9.997 -0.602 2.960
95 H -11.487 -2.048 1.697
96 H -10.129 -3.082 2.179
97 Br 9.432 -0.668 0.317
98 C 9.666 1.265 0.374
99 C 9.115 1.854 1.643
100 Br 7.171 1.960 1.600
101 H 9.195 1.664 -0.518
102 H 10.742 1.423 0.316
103 H 9.453 2.880 1.762
104 H 9.379 1.283 2.529
105 Br 11.829 4.330 1.984
106 C 11.011 5.948 2.694
107 C 10.925 5.903 4.196
108 Br 9.480 4.741 4.786
109 H 10.041 6.048 2.216
110 H 11.658 6.761 2.370
111 H 10.684 6.886 4.594
112 H 11.835 5.539 4.662
113 Br -6.683 -8.902 -3.027
114 C -6.972 -7.019 -3.451
115 C -6.594 -6.124 -2.304
116 Br -7.946 -6.149 -0.901
117 H -8.014 -6.920 -3.741
118 H -6.337 -6.822 -4.312
119 H -6.542 -5.086 -2.628
120 H -5.653 -6.402 -1.839
121 Br 5.211 -8.095 2.693
122 C 5.898 -6.835 1.378
123 C 7.043 -6.029 1.932
124 Br 6.412 -4.638 3.135
125 H 5.061 -6.221 1.061
126 H 6.232 -7.449 0.543
127 H 7.561 -5.502 1.134
128 H 7.756 -6.631 2.488

Here are the Mulliken charges for atoms 1 to 6, given in e:
1. C -0.0414
2. C -0.9716
3. C -0.0201
4. C 0.7809
5. C -0.9863
6. B 0.8114